## A
ORCA calculation (the ωB97M-V functional and the def2-TZVPD basis) on C3H3ClIN in the gas phase.

## Properties
SMILES	N#C[C@@H](Cl)CI
total charge	0
HOMO level	-10.09	eV

The geometry in XYZ format:
```
9
Properties=species:S:1:pos:R:3:mulliken_charge:R:1
N 0.31 -2.55 -0.26 -0.3598
C 0.50 -1.48 0.10 0.0243
C 0.50 -0.10 0.54 0.2273
Cl 2.21 0.44 0.18 -0.1699
C -0.54 0.84 -0.43 -0.9747
I -2.40 1.20 0.39 0.1135
H 0.22 -0.27 1.55 0.3344
H -0.05 1.73 -0.67 0.4364
H -0.74 0.19 -1.39 0.3685
```

## B
ORCA calculation (the ωB97M-V functional and the def2-TZVPD basis) on C3H3ClIN in the gas phase.

## Properties
SMILES	N#C[C@@H](Cl)CI
total charge	0
HOMO level	-10.23	eV

The geometry in XYZ format:
```
9
Properties=species:S:1:pos:R:3:mulliken_charge:R:1
N 0.19 -2.62 -0.01 -0.3595
C 0.44 -1.50 0.02 0.0608
C 0.48 -0.05 0.38 0.1595
Cl 2.23 0.38 0.18 -0.1522
C -0.53 0.86 -0.47 -0.9191
I -2.50 0.80 0.18 0.1347
H 0.22 -0.05 1.51 0.3099
H -0.07 1.82 -0.35 0.3960
H -0.44 0.38 -1.45 0.3699
```

Decreasing stability: B, A

## A
ORCA calculation (the ωB97M-V functional and the def2-TZVPD basis) on C8H8N2O2 in the gas phase.

## Properties
total charge	0
HOMO level (alpha / beta)	-8.59 / -8.59	eV

The geometry in XYZ format:
```
20
Properties=species:S:1:pos:R:3:mulliken_charge:R:1
C -2.12 0.48 0.07 0.9871
C -1.22 0.98 -0.98 -0.7028
C -0.24 -0.48 0.51 0.1076
C 0.61 -1.50 0.90 -0.2943
C 1.73 -1.69 0.07 -0.0267
C 2.11 -0.87 -0.97 -0.6708
C 1.43 0.49 -0.95 0.0645
C -3.60 0.74 0.13 -1.1475
N -1.55 -0.32 0.91 -0.6369
N 0.03 0.47 -0.50 0.3198
O 2.58 0.86 1.04 -0.2933
O 2.34 1.29 -0.29 -0.2705
H 0.44 -2.32 1.64 0.4102
H 2.35 -2.65 0.18 0.2595
H 3.00 -0.83 -1.56 0.3968
H 1.54 1.02 -2.01 0.2561
H -4.03 0.55 -0.80 0.3336
H -4.03 0.23 0.93 0.3213
H -3.69 1.86 0.29 0.2495
H 2.31 1.71 1.41 0.3367
```

## B
ORCA calculation (the ωB97M-V functional and the def2-TZVPD basis) on a molecular structure, C8H8N2O2.

## Properties
total charge	0
HOMO level	-8.91	eV

The geometry in XYZ format:
```
20
Properties=species:S:1:pos:R:3:mulliken_charge:R:1
C 2.12 -0.60 -0.72 -0.3768
C 2.30 0.42 0.23 -0.4680
C 0.91 -1.33 -0.74 -0.6227
C 1.19 0.90 0.87 -0.5079
C -0.13 -0.98 0.02 -0.2286
C 0.02 0.16 0.81 1.1816
C -2.66 0.99 0.26 -0.0662
C -1.15 0.69 1.47 -0.9109
N -2.53 0.35 -0.75 -0.3664
N -1.98 -0.13 2.22 0.9830
O -2.95 0.40 2.81 -0.6275
O -1.76 -1.36 2.23 -0.5842
H 2.99 -0.87 -1.42 0.2894
H 3.29 0.92 0.30 0.3486
H 0.63 -2.01 -1.47 0.3772
H 1.37 1.46 1.79 0.2534
H -1.09 -1.54 -0.22 0.2504
H -3.46 1.43 0.86 0.3848
H -1.10 1.71 1.81 0.4379
H -3.34 0.12 -1.36 0.2529
```

Decreasing stability: B, A

## A
ORCA calculation (the ωB97M-V functional and the def2-TZVPD basis) on a gas-phase ion, C4H8NS (charge +1).

## Properties
SMILES	C=C(C=[NH2+])CS
total charge	+1
HOMO level	-13.10	eV

The geometry in XYZ format:
```
14
Properties=species:S:1:pos:R:3:mulliken_charge:R:1
C -0.37 -1.72 0.23 -0.8404
C 0.00 -0.44 0.04 0.7800
C 1.41 -0.09 0.03 0.0189
N 1.95 1.08 0.14 -0.3070
C -1.03 0.68 0.04 -0.9136
S -2.86 0.25 0.02 -0.1508
H 0.28 -2.59 0.21 0.3387
H -1.48 -1.97 0.07 0.2478
H 2.10 -0.98 -0.24 0.3023
H 1.44 1.94 0.22 0.2552
H 2.99 1.41 0.18 0.3205
H -0.81 1.05 1.05 0.3886
H -0.87 1.47 -0.73 0.3812
H -2.75 -0.11 -1.26 0.1787
```

## B
ORCA calculation (the ωB97M-V functional and the def2-TZVPD basis) on a molecular structure, C4H8NS.

## Properties
total charge	+1
HOMO level	-12.78	eV

The geometry in XYZ format:
```
14
Properties=species:S:1:pos:R:3:mulliken_charge:R:1
C 0.17 -1.96 -1.37 -0.4153
C -0.75 -1.10 -1.24 -0.2880
C -0.68 1.36 1.44 -0.5285
C -0.21 0.98 -0.63 -0.5086
N 0.51 0.92 0.68 -0.1143
S -1.50 1.92 -0.07 -0.0174
H -0.05 -2.84 -1.94 0.2746
H 1.20 -1.92 -0.91 0.1819
H -1.70 -1.03 -1.58 0.4112
H -1.14 0.48 1.84 0.2938
H -0.49 2.10 2.09 0.4338
H 0.39 1.06 -1.44 0.6090
H 1.37 1.50 0.78 0.3620
H 0.69 -0.02 0.84 0.3059
```

Decreasing stability: A, B